[1]
C20H40NOP3ReS as an isolated structure in a non-equilibrium geometry, computed with ωB97M-V/def2-TZVPD.

- expectation value of S² = 3.798
- Kohn-Sham gap (spin up / spin down) (eV) = 6.05 / 5.80
- HOMO (spin up / spin down) (eV) = -20.5 / -20.5
- molecular weight (g/mol) = 621.7
- multiplicity = 4
- total charge = +4
- LUMO energy (spin up / spin down) (eV) = -14.48 / -14.73

```
67
Properties=species:S:1:pos:R:3:lowdin_charge:R:1
Re 0.086 -0.056 0.803 0.907
P 1.569 0.864 2.293 0.734
P -0.796 1.960 0.143 0.673
P 1.831 -0.517 -0.582 0.695
H -1.685 -2.265 0.883 0.103
C -0.618 -2.154 0.643 -0.172
C 0.336 -2.084 1.742 -0.209
H -0.036 -2.204 2.756 0.068
C 1.209 1.357 4.042 -0.202
C 2.435 2.452 1.876 -0.206
C 3.108 -0.071 2.734 -0.205
C -2.417 1.844 -0.724 -0.193
C -1.217 3.205 1.436 -0.201
C 0.220 3.000 -0.963 -0.214
C 2.830 -2.026 -0.200 -0.188
C 3.187 0.705 -0.906 -0.198
C 1.340 -0.869 -2.313 -0.213
H -0.307 -2.690 -0.266 0.081
H 1.285 -2.593 1.603 0.054
H 1.148 0.493 4.709 0.061
H 0.285 1.929 4.135 0.059
H 2.023 1.977 4.429 0.083
H 1.730 3.260 1.674 0.036
H 3.085 2.336 1.011 0.029
H 3.067 2.776 2.711 0.088
H 2.855 -1.092 3.023 0.060
H 3.633 0.385 3.582 0.090
H 3.813 -0.103 1.902 0.038
H -2.476 2.639 -1.484 0.089
H -3.230 2.024 0.004 0.065
H -2.580 0.862 -1.202 0.034
H -1.636 4.091 0.942 0.088
H -0.357 3.530 2.028 0.050
H -1.966 2.834 2.142 0.040
H -0.353 3.890 -1.248 0.087
H 0.496 2.451 -1.866 0.048
H 1.142 3.319 -0.468 0.046
H 3.491 -2.190 -1.059 0.084
H 2.170 -2.893 -0.095 0.057
H 3.435 -1.928 0.712 0.062
H 3.734 0.385 -1.804 0.089
H 3.918 0.814 -0.094 0.057
H 2.728 1.681 -1.108 0.038
H 2.107 -1.516 -2.766 0.091
H 1.254 0.059 -2.899 0.079
H 0.373 -1.385 -2.328 -0.012
C -1.919 -1.615 -3.653 -0.209
C -3.002 -1.201 -4.465 0.077
C -3.451 -2.057 -5.473 0.044
C -2.744 -3.241 -5.756 0.097
C -1.529 -3.502 -5.099 0.059
C -1.062 -2.637 -4.099 0.049
O -1.804 -1.168 -2.337 0.001
H -1.300 -0.296 -2.300 0.111
H -3.516 -0.262 -4.204 0.153
H -4.383 -1.826 -6.005 0.156
H -3.134 -3.959 -6.469 0.159
H -0.959 -4.404 -5.325 0.152
H -0.111 -2.798 -3.606 0.115
S -3.662 0.661 3.897 1.174
C -2.356 -0.110 4.761 -0.275
C -1.282 -0.335 3.929 -0.250
N -1.471 0.061 2.606 -0.164
C -2.704 0.521 2.456 -0.474
H -2.386 -0.314 5.827 0.109
H -0.349 -0.808 4.247 0.105
H -3.124 0.803 1.486 0.059
```

[2]
C20H40NOP3STl as an isolated structure in a non-equilibrium geometry, computed with ωB97M-V/def2-TZVPD.

- Kohn-Sham gap (spin up / spin down) (eV) = 2.69 / 2.70
- HOMO (spin up / spin down) (eV) = -15.2 / -15.2
- molecular weight (g/mol) = 639.9
- total charge = +3
- LUMO energy (spin up / spin down) (eV) = -12.51 / -12.50

```
67
Properties=species:S:1:pos:R:3:lowdin_charge:R:1
Tl 0.191 -0.269 -1.159 0.753
P 0.342 -3.067 -1.997 0.757
P 2.478 -0.158 0.377 0.737
P -2.509 0.311 -1.184 0.771
H 1.964 4.592 -1.045 0.055
C 0.888 4.643 -0.826 -0.070
C 0.392 4.509 0.424 -0.086
H 1.032 4.383 1.319 0.055
C 1.070 -2.861 -3.669 -0.266
C 1.569 -4.254 -1.321 -0.238
C -1.078 -4.159 -2.468 -0.225
C 2.842 1.428 1.189 -0.205
C 3.051 -1.381 1.590 -0.194
C 3.774 -0.249 -0.899 -0.251
C -2.925 2.022 -0.732 -0.211
C -3.990 -0.665 -0.795 -0.203
C -2.700 0.460 -2.976 -0.304
H 0.255 4.777 -1.717 0.056
H -0.680 4.606 0.665 0.053
H 1.160 -3.845 -4.167 0.087
H 2.054 -2.370 -3.642 0.064
H 0.352 -2.257 -4.243 0.016
H 1.631 -5.115 -2.012 0.082
H 1.255 -4.601 -0.322 0.063
H 2.560 -3.776 -1.267 0.048
H -0.689 -5.066 -2.983 0.085
H -1.760 -3.637 -3.161 0.060
H -1.635 -4.466 -1.568 0.055
H 3.916 1.629 1.035 0.088
H 2.625 1.298 2.259 0.068
H 2.230 2.254 0.786 0.036
H 4.139 -1.253 1.678 0.093
H 2.830 -2.403 1.258 0.062
H 2.555 -1.206 2.553 0.052
H 4.720 -0.173 -0.343 0.078
H 3.684 0.585 -1.613 0.073
H 3.720 -1.204 -1.447 0.052
H -3.614 2.454 -1.474 0.086
H -2.012 2.640 -0.679 0.045
H -3.405 2.009 0.257 0.074
H -4.888 -0.184 -1.216 0.099
H -4.069 -0.765 0.294 0.056
H -3.886 -1.669 -1.229 0.065
H -3.709 0.817 -3.210 0.088
H -2.502 -0.485 -3.496 0.058
H -1.959 1.185 -3.326 0.031
C -0.897 0.510 -5.952 -0.296
C -0.184 0.167 -7.118 -0.017
C -0.197 1.072 -8.195 -0.051
C -0.834 2.338 -8.142 -0.052
C -1.606 2.613 -7.003 -0.056
C -1.715 1.667 -5.943 -0.018
O -0.683 -0.185 -4.774 -0.075
H 0.123 -0.764 -4.788 0.073
H 0.441 -0.748 -7.109 0.124
H 0.366 0.836 -9.107 0.120
H -0.703 3.121 -8.919 0.130
H -2.092 3.596 -6.940 0.119
H -2.414 1.910 -5.135 0.088
S -2.158 -2.524 3.449 1.082
C -0.908 -1.461 4.013 -0.330
C -0.242 -0.882 2.925 -0.244
N -0.725 -1.286 1.685 -0.111
C -1.724 -2.154 1.800 -0.482
H -0.689 -1.302 5.065 0.089
H 0.602 -0.170 2.957 0.092
H -2.263 -2.581 0.948 0.065
```

[3]
C20H40NP3S2Sn as an isolated structure in a non-equilibrium geometry, computed with ωB97M-V/def2-TZVPD.

- Kohn-Sham gap (spin up / spin down) (eV) = 2.20 / 2.09
- HOMO (spin up / spin down) (eV) = -17.4 / -17.3
- molecular weight (g/mol) = 570.3
- total charge = +4
- LUMO energy (spin up / spin down) (eV) = -15.17 / -15.25

```
67
Properties=species:S:1:pos:R:3:lowdin_charge:R:1
Sn 0.145 0.257 -0.634 1.018
P -2.009 -1.026 0.509 0.758
P 1.866 -1.737 0.072 0.765
P -0.478 -0.709 -2.953 0.728
H 1.323 2.795 -0.248 0.106
C 0.521 2.598 -0.978 -0.090
C -0.846 2.598 -0.627 0.013
H -1.181 2.812 0.391 0.100
C -2.397 -0.782 2.274 -0.217
C -2.034 -2.857 0.408 -0.208
C -3.620 -0.596 -0.240 -0.217
C 3.554 -1.230 -0.420 -0.212
C 2.069 -2.280 1.802 -0.189
C 1.678 -3.344 -0.785 -0.196
C -1.631 0.501 -3.682 -0.254
C -1.280 -2.311 -3.251 -0.192
C 1.123 -0.907 -3.814 -0.252
H 0.814 2.698 -2.031 0.029
H -1.621 2.632 -1.400 0.105
H -2.554 0.281 2.491 0.048
H -1.582 -1.155 2.909 0.071
H -3.323 -1.327 2.506 0.093
H -1.224 -3.290 1.012 0.055
H -1.933 -3.208 -0.627 0.041
H -2.997 -3.212 0.809 0.097
H -3.827 0.473 -0.086 0.071
H -4.407 -1.183 0.259 0.092
H -3.636 -0.815 -1.317 0.044
H 4.234 -2.087 -0.295 0.094
H 3.902 -0.395 0.204 0.059
H 3.558 -0.915 -1.475 0.062
H 2.963 -2.918 1.860 0.101
H 1.188 -2.858 2.113 0.069
H 2.187 -1.423 2.478 0.030
H 2.505 -3.996 -0.461 0.101
H 1.721 -3.229 -1.877 0.044
H 0.723 -3.814 -0.505 0.054
H -1.740 0.281 -4.754 0.094
H -1.269 1.535 -3.567 -0.011
H -2.616 0.422 -3.191 0.064
H -1.351 -2.451 -4.342 0.107
H -2.292 -2.333 -2.821 0.059
H -0.676 -3.125 -2.825 0.058
H 0.926 -1.039 -4.888 0.091
H 1.648 -1.802 -3.438 0.050
H 1.775 -0.029 -3.688 0.013
C 1.194 3.623 -5.833 -0.622
C 2.346 3.600 -6.634 -0.108
C 2.746 4.749 -7.309 -0.040
C 1.967 5.912 -7.232 -0.025
C 0.733 5.875 -6.577 -0.048
C 0.320 4.725 -5.898 -0.093
S 0.919 2.218 -4.829 0.830
H 1.566 2.595 -3.655 -0.109
H 2.922 2.676 -6.669 0.104
H 3.668 4.727 -7.889 0.126
H 2.324 6.828 -7.709 0.130
H 0.098 6.760 -6.601 0.124
H -0.647 4.666 -5.403 0.101
S 2.212 1.410 4.052 1.170
C 0.543 1.871 4.166 -0.284
C -0.114 1.599 2.987 -0.237
N 0.684 1.029 2.011 -0.119
C 1.943 0.916 2.428 -0.510
H 0.096 2.332 5.029 0.102
H -1.167 1.780 2.782 0.100
H 2.772 0.583 1.799 0.061
```